A molecular structure, C34H27As2N2O4Rb, computed with ωB97M-V/def2-TZVPD.

Results
Frontier orbital gap = 6.8 eV
HOMO = -3.13 eV
Largest force on an atom = 0.7 eV/A
ΔE to the lowest compared entry with this formula, charge and spin = 0.00 kJ/mol
Total charge = -2

Last column: Mulliken charge in e.
Cartesian coordinates (Å):
Rb (-0.062, 0.780, 1.283)  0.7092
O (-5.492, 5.773, 0.663)  -0.7340
C (-5.913, 4.598, 0.665)  0.4291
O (-7.090, 4.173, 0.683)  -0.7450
C (-4.822, 3.499, 0.571)  0.2875
C (-5.164, 2.150, 0.585)  -0.4758
C (-4.166, 1.199, 0.498)  -0.5926
N (-2.867, 1.487, 0.374)  -0.0582
C (-2.537, 2.788, 0.368)  1.2875
C (-3.473, 3.810, 0.480)  -0.7007
C (-1.037, 3.039, 0.265)  -0.5120
O (-0.467, 3.350, 1.334)  -0.7787
O (-0.487, 2.747, -0.823)  -0.5875
H (-6.210, 1.880, 0.662)  0.4328
H (-4.416, 0.141, 0.506)  0.3995
H (-3.171, 4.849, 0.490)  0.5210
C (0.453, -2.314, -1.933)  -0.9334
C (1.758, -3.106, -1.883)  -1.1281
As (3.298, -2.629, -0.693)  0.2266
C (4.606, -2.969, -2.141)  -0.2203
C (5.521, -4.000, -1.960)  -0.6261
C (6.450, -4.324, -2.945)  -0.4775
C (6.475, -3.611, -4.131)  -0.3638
C (5.568, -2.573, -4.326)  -0.6998
C (4.648, -2.259, -3.340)  0.2853
C (3.532, -0.675, -0.799)  -0.4232
C (4.826, -0.236, -0.524)  -0.3976
C (5.144, 1.114, -0.528)  -0.6565
C (4.169, 2.058, -0.819)  -0.5482
C (2.878, 1.639, -1.102)  -0.7654
C (2.567, 0.284, -1.077)  0.7857
As (0.392, -1.162, -3.527)  0.3212
C (0.281, -2.547, -4.914)  0.1141
C (0.569, -2.159, -6.221)  -0.7784
C (0.520, -3.068, -7.268)  -0.5665
C (0.196, -4.394, -7.020)  -0.4340
C (-0.079, -4.799, -5.723)  -0.7081
C (-0.039, -3.883, -4.680)  0.2666
C (-1.484, -0.654, -3.437)  0.2175
C (-2.531, -1.468, -3.862)  -0.1458
C (-3.843, -1.033, -3.742)  -0.6818
C (-4.117, 0.214, -3.194)  -0.5434
C (-3.079, 1.024, -2.765)  -0.7745
C (-1.762, 0.594, -2.889)  -0.4375
H (0.327, -1.686, -1.055)  0.5700
H (-0.418, -2.972, -1.951)  0.8686
H (2.186, -3.194, -2.880)  0.5080
H (1.554, -4.129, -1.554)  0.3647
H (5.513, -4.564, -1.033)  0.2922
H (7.151, -5.134, -2.780)  0.3683
H (7.196, -3.857, -4.902)  0.3523
H (5.580, -2.007, -5.250)  0.3885
H (3.952, -1.442, -3.504)  0.3838
H (5.602, -0.961, -0.302)  0.3811
H (6.156, 1.429, -0.299)  0.3499
H (4.411, 3.114, -0.816)  0.3776
H (2.086, 2.353, -1.306)  0.4589
H (1.540, 0.026, -1.297)  0.4413
H (0.837, -1.127, -6.423)  0.3777
H (0.743, -2.742, -8.277)  0.3726
H (0.167, -5.109, -7.833)  0.3541
H (-0.326, -5.835, -5.519)  0.3823
H (-0.254, -4.218, -3.675)  0.2583
H (-2.325, -2.439, -4.296)  0.2970
H (-4.654, -1.671, -4.074)  0.3780
H (-5.141, 0.552, -3.086)  0.4014
H (-3.277, 1.986, -2.313)  0.5404
H (-0.983, 1.250, -2.521)  0.5224
N (1.435, -1.264, 2.356)  -0.7911
C (1.429, -1.775, 1.308)  0.0125

Atoms 1-6, force components in eV/Å:
Rb 0.135 -0.690 0.144
O -0.036 -0.154 0.114
C -0.089 0.073 -0.334
O 0.140 0.035 0.122
C 0.038 0.047 0.107
C -0.043 0.005 -0.030